A structure of composition C15H43Li2O12, computed with ωB97M-V/def2-TZVPD.

- total energy (eV) = -41224.2557
- orbital gap (eV) = 7.1
- LUMO level (eV) = -4.575
- energy relative to the best compared isomer or geometry (same formula, charge and spin) (kcal/mol) = 22.3
- multiplicity = 1
- total charge = +1

Each line ends with the Löwdin charge.
CARTESIAN COORDINATES (ANGSTROEM)
H  2.4287  -4.0834  -1.2478  0.126
C  4.7209  3.7514  -1.3549  -0.054
C  1.6963  -3.3596  -3.1470  -0.249
H  3.6405  1.7172  5.2358  0.100
C  1.6217  -4.2716  -1.9643  -0.250
H  -3.3373  -4.5788  1.1646  0.122
H  2.4125  0.8978  2.1466  0.101
H  0.4810  0.5390  -1.8901  0.077
H  0.3904  -1.1766  -1.4438  0.088
H  4.2874  2.1394  2.5412  0.115
C  4.2121  2.9452  -2.5438  -0.501
O  5.2251  1.9994  -2.8975  -0.047
O  0.9347  3.3592  3.6198  -0.055
Li  -2.9092  0.7889  -3.1401  0.760
H  0.7902  -3.0218  -4.7925  0.063
H  2.7019  -3.5124  -3.5598  0.124
H  -1.2219  2.7629  5.0081  0.124
C  4.0636  1.4830  3.3799  -0.200
H  -4.9060  -5.3060  0.7920  0.123
H  -0.8571  3.0565  2.6389  0.117
H  2.3836  1.8585  -3.0601  0.059
O  -3.5790  -5.3466  -0.7729  -0.050
O  0.6482  -3.6468  -4.0771  -0.049
O  0.3644  -4.2088  -1.2978  -0.052
H  3.0926  1.4188  -1.5516  0.086
C  -4.6419  2.0414  -0.9810  -0.179
C  -4.0874  -4.7006  0.3735  -0.262
H  -1.5105  -0.6753  0.0242  0.057
H  -3.3666  -1.9444  0.5467  0.066
H  5.7393  4.1106  -1.5134  0.084
H  -3.4525  0.2357  -0.8376  0.077
H  -5.2897  -2.9011  0.7479  0.125
H  -1.5989  1.2233  4.1736  0.116
H  -4.2149  3.1287  -2.5628  0.098
H  0.4876  -4.5832  -0.4218  0.086
H  4.1590  3.6440  -3.3875  0.136
H  -5.7102  2.2544  -1.0079  0.131
C  -0.1225  2.5228  3.2489  -0.270
H  1.6299  -2.2983  -2.8776  0.099
Li  -0.5601  -0.2122  -4.5744  0.822
H  2.1751  2.9112  -1.6762  0.082
H  0.2374  1.7327  2.5656  0.096
C  -0.7606  0.0769  -0.2412  -0.086
C  -0.2122  -0.2777  -1.6254  -0.470
C  2.9050  2.2866  -2.1912  -0.081
H  0.0195  0.0210  0.5187  0.069
O  -1.2189  -0.4670  -2.5713  -0.477
H  -1.3042  1.0260  -0.1946  0.067
H  4.7731  3.1364  -0.4554  0.077
H  -5.0568  -3.4682  -1.0240  0.122
O  -5.5544  -0.1010  -0.9934  -0.042
H  4.9516  0.9825  3.7695  0.122
C  -4.6622  -3.3567  -0.0135  -0.195
H  -5.3562  -0.9176  -1.4595  0.083
H  4.9600  1.5605  -3.7115  0.084
H  3.6119  -0.3878  2.3938  0.119
O  -4.1538  2.1935  -2.3452  -0.146
O  3.4783  2.2458  4.4480  -0.077
H  0.3593  1.6384  6.0432  0.104
C  3.0728  0.4267  2.8847  -0.255
H  -4.1511  2.7805  -0.3431  0.128
H  -4.3855  0.5470  0.5687  0.132
H  1.6987  2.8866  3.9910  0.048
H  1.6522  0.3649  4.1840  0.040
O  -3.5757  -2.4135  -0.2659  -0.103
H  1.7942  -5.3053  -2.2947  0.125
H  -3.4335  -6.2770  -0.5877  0.090
C  -4.4334  0.6110  -0.5223  -0.255
O  0.1377  1.1678  5.2361  -0.064
C  -0.8031  1.9087  4.4713  -0.220
H  4.1018  4.6393  -1.2346  0.084
O  2.3868  -0.2224  3.9399  -0.062